A structure of composition C51H58N2O5S2Sn in a non-equilibrium geometry, computed with ωB97M-V/def2-TZVPD.

F_max = 3.90 eV/A
multiplicity = 1
charge = -2
lowest unoccupied orbital energy = 3.7 eV

Geometry as XYZ:
```
119
Properties=species:S:1:pos:R:3:forces:R:3
Sn -0.348 3.538 -0.932 -0.0688 0.0419 -0.0419
C 3.307 3.827 -0.229 -1.3921 0.4921 0.1210
O 2.206 2.887 -0.209 0.2333 0.3143 -0.0678
C 2.492 1.586 0.157 0.5083 -0.0882 0.7427
C 2.462 1.201 1.538 -0.4492 -0.0381 -2.1605
C 1.941 2.141 2.573 -0.2752 1.6849 -0.1739
C 0.662 1.699 3.198 0.6866 -1.1241 -0.1901
C 0.706 1.016 4.380 -2.3794 -0.1151 -0.0677
C -0.466 0.406 4.893 1.3984 -0.7219 0.9233
C -1.578 0.471 4.077 -1.5140 -0.7182 0.6284
C -1.678 1.155 2.896 1.1405 0.8581 -1.2876
C -2.935 1.209 2.073 1.3635 1.0070 -2.2572
C -2.858 0.308 0.820 -0.3732 2.1648 0.3229
C -2.825 -1.031 0.992 0.3006 -1.6184 -1.0414
C -2.764 -1.868 -0.146 0.1577 -0.1468 1.1323
C -2.629 -1.260 -1.366 -0.1127 -0.8107 -0.9204
C -2.593 0.114 -1.595 0.1074 -1.1372 2.0227
C -2.237 0.618 -2.906 -1.2369 1.9599 -2.3899
C -0.887 0.258 -3.408 0.7970 -0.3450 0.0346
C -0.694 -0.634 -4.463 -1.0424 0.2428 -0.1120
C 0.550 -1.106 -4.796 0.6373 0.9537 1.4192
C 1.631 -0.634 -3.981 -0.2188 -0.6044 -1.0470
C 1.512 0.353 -2.993 -0.1454 -0.5846 -1.1975
C 2.695 0.995 -2.311 -0.2256 -0.2944 -0.8460
C 2.776 0.676 -0.860 -0.5034 -0.6900 1.0206
C 2.975 -0.655 -0.472 0.4537 0.0475 0.2078
C 3.076 -1.030 0.850 -0.1581 -1.2601 0.9669
C 2.761 -0.124 1.851 0.1212 1.8011 0.3782
C 3.302 -2.494 1.318 -1.2094 0.5036 -0.6985
C 4.145 -2.530 2.553 0.6204 1.1831 0.5246
C 4.025 -3.419 0.310 2.2279 2.1511 1.6846
C 1.882 -3.129 1.550 1.0612 0.7732 -1.2396
C 0.226 0.831 -2.740 -1.5710 0.5355 1.8925
O -0.011 1.669 -1.685 0.4530 -1.5041 -1.3733
C 0.730 -2.008 -5.971 1.7579 -0.7632 -0.9521
C 1.581 -1.252 -7.065 -1.1379 -0.6593 0.3661
C 1.596 -3.232 -5.592 -1.5974 -0.9661 2.3743
C -0.549 -2.542 -6.602 -0.3535 1.3233 1.1140
C -2.802 0.885 -0.475 0.0576 -0.1509 0.7093
O -2.856 2.249 -0.610 1.2693 -0.0834 0.5200
C -4.010 2.745 -1.184 -1.8993 -0.2073 0.4921
C -2.725 -3.398 -0.055 1.1088 -0.6499 0.4132
C -4.070 -4.046 -0.341 -1.8723 1.3391 -1.3635
C -1.735 -4.005 -1.101 -0.2940 0.9801 -0.9059
C -2.223 -3.914 1.315 -1.9537 -0.5571 -0.5517
C -0.491 1.773 2.386 -0.4408 0.7260 0.2096
O -0.410 2.464 1.314 -0.6401 -0.2129 -0.6773
C -0.432 -0.278 6.300 1.1751 0.1239 -0.1676
C -1.644 -1.151 6.625 -0.2520 1.3194 -1.2085
C 0.868 -1.180 6.534 0.7853 2.0503 -3.2239
C -0.440 0.813 7.402 0.0903 0.3639 -1.8626
H 4.154 3.386 -0.773 -0.0634 0.2709 0.3459
H 3.503 4.119 0.826 0.4547 -0.2592 -0.6271
H 2.896 4.735 -0.763 0.6105 -1.0189 0.4143
H 1.730 3.153 2.175 0.3821 -0.5618 -0.2829
H 2.694 2.278 3.319 0.5981 0.0028 0.8143
H 1.634 1.010 4.860 1.2405 -0.2361 1.0712
H -2.511 -0.046 4.326 0.2491 0.0118 0.5088
H -3.124 2.226 1.634 0.3059 -0.6420 0.8972
H -3.743 0.924 2.669 -1.5418 -0.5151 0.9413
H -2.734 -1.417 1.993 -0.2065 -0.1844 0.2445
H -2.527 -1.947 -2.203 0.1177 0.4237 -0.2143
H -2.248 1.728 -2.979 -0.3029 -0.5692 0.4404
H -3.065 0.279 -3.579 0.8365 0.1127 -0.0648
H -1.555 -0.958 -5.080 0.3585 0.3038 0.7355
H 2.588 -1.107 -4.232 0.0609 0.5726 0.3987
H 2.558 2.064 -2.487 0.4036 0.0203 0.0926
H 3.576 0.593 -2.837 -0.0020 0.4685 0.2457
H 3.057 -1.449 -1.196 0.1754 0.0772 -0.5043
H 2.755 -0.312 2.934 -0.1135 -0.4310 -0.6605
H 5.164 -2.245 2.287 0.1962 0.0076 -0.0209
H 4.191 -3.522 2.941 -0.0619 -0.8131 0.5514
H 3.850 -1.811 3.326 -0.1360 -0.5139 -0.0540
H 5.095 -2.975 0.098 -2.1429 -0.9502 -0.0175
H 3.431 -3.611 -0.519 -0.7198 -0.1950 -1.9036
H 4.138 -4.328 0.862 0.3583 -0.8826 0.0753
H 1.176 -2.625 2.174 0.0543 0.7302 0.8942
H 2.049 -4.119 1.917 -0.2965 -0.9454 -0.0006
H 1.404 -3.064 0.569 -0.0957 -0.6848 -0.0388
H 2.496 -0.988 -6.540 0.1239 0.4827 -0.5317
H 1.003 -0.403 -7.468 0.5101 -0.0271 0.3890
H 1.781 -1.925 -7.913 0.1646 0.0734 0.2261
H 2.592 -2.972 -5.318 0.8244 0.3926 0.2504
H 1.667 -3.928 -6.401 -0.0496 -0.5001 -0.6468
H 1.165 -3.816 -4.652 0.6429 1.1755 -1.8773
H -1.045 -1.709 -7.103 -0.4422 0.0678 0.2347
H -1.199 -2.956 -5.791 0.3541 -0.0908 -1.0734
H -0.277 -3.184 -7.407 0.0162 -1.0992 -0.2988
H -4.879 2.486 -0.541 0.2233 0.3338 0.1593
H -4.289 2.207 -2.103 0.5127 0.7395 -0.3558
H -3.907 3.838 -1.207 -0.0928 -0.4356 -0.6386
H -4.323 -3.772 -1.427 -0.1437 -0.1920 1.5439
H -4.946 -3.805 0.343 1.1962 0.3213 -0.7481
H -4.060 -5.110 -0.342 0.5495 -1.1213 0.0934
H -2.207 -3.984 -2.103 0.2153 -0.1538 0.3583
H -1.512 -5.034 -0.867 0.0457 -0.3698 0.1216
H -0.790 -3.447 -1.237 -0.4167 -0.1489 0.4589
H -2.951 -3.644 2.101 0.3680 -0.3512 -0.1598
H -1.287 -3.525 1.565 1.5584 0.7731 0.4183
H -2.115 -5.013 1.214 -0.2422 0.4928 0.3951
H -1.837 -2.021 6.028 0.0002 -0.2273 -0.9540
H -2.522 -0.496 6.679 -0.0756 -0.4093 -0.1825
H -1.476 -1.538 7.569 0.1883 -0.7093 2.3251
H 0.792 -1.924 5.715 0.3773 -0.0561 0.6992
H 0.899 -1.610 7.502 -0.0700 -0.4955 0.9189
H 1.890 -0.599 6.328 -2.2591 -1.0759 0.5848
H -1.467 1.121 7.483 -0.4779 0.3533 0.5606
H 0.117 1.703 7.081 0.1388 -0.3479 0.2130
H -0.044 0.395 8.293 0.1818 -0.1253 1.1529
S -1.800 4.427 -3.300 0.4686 0.3882 0.0437
C -0.358 5.391 -3.320 -0.4308 0.7714 -0.1383
S 1.164 4.590 -2.940 -0.5897 0.6563 -0.2717
C -0.416 6.816 -3.522 0.9266 -1.4550 0.4103
C -1.577 7.576 -3.870 1.7085 -1.3217 0.4932
N -2.447 8.249 -4.181 -1.2775 0.8800 -0.3764
C 0.795 7.555 -3.304 0.6983 1.9704 -0.0216
N 1.655 8.341 -3.148 -1.3421 -1.6472 -0.2531
O -3.188 10.815 6.126 1.3773 -1.5739 -0.4249
C -2.448 9.973 5.901 -1.3764 1.5736 0.4245
```
Positions in Å, forces in eV/Å.